Entry 1:
90
Properties=species:S:1:pos:R:3:forces:R:3 method="wB97M-V/def2-TZVPD" lumo_energy_ev=-1.0126 gap_ha=0.32973
O -2.6054 -2.2234 1.1277 -0.3 0.4 0.1
O 2.8879 3.7078 0.6252 0.0 1.1 -0.2
O -0.4325 4.8918 -1.9943 -0.1 0.2 0.2
O -4.9741 1.1629 -1.0556 0.0 -0.1 0.0
O -5.1097 -1.1892 1.9445 -0.7 0.2 0.0
O -1.6323 -4.8813 1.1498 -0.1 0.0 -0.2
O -3.4480 2.0985 3.0401 0.0 0.0 -0.4
O -0.9687 -4.8405 -1.7485 0.3 0.3 -0.2
O -0.4163 4.9514 3.3199 -0.2 0.6 0.2
O 2.6723 -4.5368 -0.9888 -0.6 -0.2 -0.5
O -1.5884 1.9864 5.1927 -0.3 -0.1 0.6
O 0.4675 1.6310 -2.4881 0.1 -0.1 0.4
O -2.6672 1.6851 0.2199 0.7 -0.1 0.0
O -3.4643 0.3198 -4.1255 -0.4 -0.9 -0.4
O 2.4378 1.3539 1.6008 0.3 -0.3 0.5
O 4.2198 1.9616 -2.1917 -0.3 0.6 0.1
O -2.8041 -1.6725 -1.7502 0.1 -0.2 0.3
O -3.4178 3.9552 -3.2519 -0.9 0.7 -0.4
O 4.0829 0.2808 4.1480 0.4 0.4 -0.1
O 0.4313 -0.0352 0.5585 0.4 0.1 0.4
O 0.8195 2.4977 3.4710 -0.6 0.2 0.4
O -1.6498 -1.8251 3.6895 0.1 -0.3 0.6
O 1.4380 -0.1344 -4.8082 -0.4 0.3 0.1
O 5.9094 -0.1004 -0.0511 0.1 0.0 -0.1
O -2.0877 1.8999 -2.3591 -1.1 -0.6 -0.3
O 4.1325 -0.6666 -3.1762 0.5 0.2 -0.1
O -0.2973 -2.1878 -0.9790 0.7 0.4 0.4
O 2.1320 -1.3124 2.9223 0.2 -0.2 0.0
O 4.0294 -3.5926 1.0904 0.0 0.0 0.2
O 1.9371 -2.1464 -2.3233 1.1 0.6 -1.0
H -1.2846 4.7641 2.9634 -0.1 0.0 -0.1
H -0.6777 -5.5839 -1.2205 0.1 -0.2 0.0
H -1.9241 -4.8696 -1.6980 -0.4 0.0 0.1
H 1.0708 2.3317 -2.7353 0.5 0.0 -0.1
H -0.9706 -1.7562 -1.5050 -0.7 0.1 -0.3
H -2.1746 -3.0750 1.2019 0.2 -0.6 0.1
H -3.2759 -2.0480 -2.4936 -0.2 0.0 -0.4
H -3.0643 -0.7514 -1.7413 -0.3 0.6 -0.1
H 0.3711 -0.7872 -0.0306 -0.1 -0.6 -0.3
H -2.2237 1.9901 4.4768 0.2 -0.1 -0.2
H -4.0447 0.9569 -4.5422 -0.1 0.2 -0.1
H -2.9889 3.2748 -2.7329 0.6 -0.5 0.0
H -0.3868 0.4426 0.4220 -0.4 0.3 0.1
H 3.1490 -4.1716 -0.2435 0.5 0.3 0.3
H -4.8247 -0.4721 2.5109 0.0 0.1 0.1
H 2.9622 0.6662 2.0110 0.5 0.1 0.2
H 2.0590 -2.2653 2.9764 -0.1 -0.1 0.2
H -3.0724 4.7768 -2.9029 0.1 0.2 0.1
H -5.1015 2.1029 -1.1835 0.0 0.4 -0.2
H 3.2739 -5.1775 -1.3679 0.1 -0.2 -0.2
H 6.0935 -0.4965 0.8007 0.1 0.1 0.3
H 4.6938 -3.1129 1.5850 0.3 0.2 0.0
H -5.7755 0.7638 -1.3944 -0.2 -0.3 0.0
H -4.0351 1.6066 3.6142 -0.3 -0.2 0.1
H 1.5743 -1.0705 2.1830 -0.6 0.4 -0.4
H 4.7645 -1.3436 -3.4181 0.3 0.0 -0.1
H -0.7679 2.2662 4.7869 0.5 0.1 -0.3
H 1.1409 1.9776 2.7345 0.4 -0.4 -0.3
H 4.9544 2.0130 -1.5802 0.2 0.1 0.3
H -2.2766 -1.9543 2.9777 -0.1 0.1 -0.3
H 2.7214 2.8965 1.1053 0.2 -0.3 0.1
H 0.1764 4.3975 2.8118 0.2 -0.4 -0.1
H -0.4800 -3.1224 -1.0754 -0.2 -0.9 -0.1
H -3.0686 0.7967 -3.3960 0.5 0.7 0.4
H 0.5147 1.0069 -3.2123 0.4 -0.3 -0.6
H 5.1831 -0.6151 -0.4031 -0.3 -0.1 -0.3
H -1.1592 1.7155 -2.5008 0.9 0.3 -0.2
H -1.0146 -1.2004 3.3393 0.1 0.3 0.0
H -3.5149 1.3409 -0.0613 -0.7 -0.4 0.0
H -2.2063 1.8216 -1.4126 0.0 0.2 0.8
H -0.7150 -5.1328 1.0419 0.3 0.1 0.0
H -1.9556 -5.4477 1.8504 -0.2 -0.1 0.3
H 3.3415 -1.1506 -2.9389 -0.8 -0.3 0.4
H 1.9559 0.9059 0.9057 -0.6 -0.3 -0.6
H 2.4072 -2.8937 -1.9535 0.1 -0.7 0.1
H 0.0106 4.0695 -2.2034 -0.1 -0.2 0.0
H -3.5208 3.0041 3.3415 -0.1 0.4 0.1
H 1.9548 -0.3813 -5.5751 0.1 0.1 -0.2
H -2.7316 -2.0995 0.1870 0.0 0.2 -0.6
H 4.5419 -0.4124 4.6225 0.1 -0.1 0.2
H 4.1706 1.0360 -2.4305 0.1 -0.5 -0.3
H -2.8348 2.0583 1.0853 0.1 0.1 0.5
H -0.5238 5.3362 -2.8371 0.0 0.1 -0.2
H 1.0967 -2.1409 -1.8651 -0.8 0.1 0.4
H 3.3814 -0.1725 3.6804 -0.4 -0.4 0.2
H 1.5801 3.0033 3.7577 0.3 0.1 0.2
H 2.7079 3.4871 -0.2886 0.1 0.0 -0.3
H 1.6523 -0.7966 -4.1511 0.1 -0.4 0.3
H -4.2992 -1.5402 1.5755 0.5 -0.3 0.0
H 3.3565 -3.8061 1.7370 -0.1 -0.1 0.3


Entry 2:
63
Properties=species:S:1:pos:R:3:forces:R:3 method="wB97M-V/def2-TZVPD" smiles="CCOC(=O)OC.COCCNCCOC.CO.CO.CO.CO" lumo_energy_ev=0.4806 gap_ha=0.36007
O -0.5787 1.8203 1.0100 -0.1 -0.6 -0.2
O 2.1390 -1.5820 -1.8407 1.0 -0.7 -0.8
O -4.7604 0.5159 0.7269 0.2 -2.4 0.8
O -3.2430 -0.3395 2.1535 -0.8 -0.4 0.1
O -5.3308 -1.4155 1.9822 3.3 3.5 -1.4
O -0.2241 -1.9387 2.3941 0.8 -0.4 0.1
O -2.1580 -3.4261 0.4037 0.6 -0.7 0.0
O 3.7786 2.9402 -2.5847 1.2 -0.2 0.0
O 0.3573 0.0535 4.7750 -0.8 -0.3 0.1
N 1.8422 1.1131 -3.4709 1.3 1.0 -0.8
C -0.0042 -0.8648 5.8269 0.9 0.6 0.2
C 1.2070 -1.1670 -2.8495 -0.3 -0.2 0.1
C -3.3219 -3.9945 0.9667 -1.1 1.0 -0.1
C -2.8984 -1.2045 3.2108 -0.1 -2.0 1.6
C 4.7235 3.9137 -2.2396 -0.1 0.2 0.4
C -2.8188 0.8712 -0.9512 -0.5 0.5 2.2
C -3.7123 1.4196 0.2052 -0.1 0.0 0.4
C 0.0289 2.2188 2.2173 -0.1 1.4 0.0
C 2.7018 1.9319 -4.3754 -0.8 1.8 0.4
C -4.4955 -0.5428 1.6457 -1.8 0.5 -0.3
C 3.1458 -2.5483 -2.3402 -0.4 2.4 -0.4
C 2.9704 3.2850 -3.6882 -0.5 -1.7 0.8
C 1.7043 -0.2034 -3.9791 -1.0 -2.3 0.7
C 0.1750 -1.5944 1.0854 -0.6 0.1 -1.4
H 2.6205 -0.6278 -4.3896 0.3 0.0 -0.3
H 5.4886 3.4553 -1.6131 -0.2 0.1 0.2
H 3.4244 4.0411 -4.3287 0.0 -0.1 -0.1
H -4.2475 2.2495 -0.2563 -0.6 -0.3 0.2
H 0.9729 -0.8641 0.9509 0.1 0.1 0.6
H 0.1434 -0.4449 6.8219 0.0 0.3 0.0
H -3.2498 1.8612 1.0879 0.7 -0.3 -0.3
H -1.0697 -1.0867 5.7657 0.2 -0.2 -0.4
H -3.3392 -3.9699 2.0563 0.2 -0.2 0.1
H -3.5237 0.2775 -1.5332 0.6 0.0 -0.5
H -1.7795 -2.8459 1.0683 0.2 0.0 0.1
H -1.9367 0.3553 -0.5717 -0.4 -0.5 -0.1
H -0.7572 2.5018 2.9174 0.0 -0.4 0.1
H -2.4246 1.7767 -1.4127 -0.3 -0.2 -0.6
H -3.5768 -5.0025 0.6394 0.6 0.0 -0.2
H 1.1774 0.5180 4.9576 0.0 -0.2 0.3
H 0.3806 -0.6871 -2.3253 0.2 0.4 0.3
H 2.0357 3.6015 -3.2253 -0.3 0.6 -0.6
H 0.7164 -2.0752 -3.1995 0.2 -0.1 -0.8
H 3.7486 -2.0228 -3.0809 0.2 0.2 -0.1
H 0.9410 -0.2363 -4.7565 0.0 0.0 -0.2
H -3.6872 -1.4052 3.9358 -0.6 0.4 -0.4
H 2.1984 2.2309 -5.2948 -0.6 -0.6 -0.1
H -0.4092 -1.1145 2.8502 0.2 0.1 0.2
H 3.6571 1.5143 -4.6934 0.1 -0.5 0.3
H -0.7148 -1.2197 0.5796 0.1 0.5 -0.3
H 0.5418 3.1566 2.0036 0.4 0.1 0.3
H 4.1980 4.7152 -1.7206 0.3 0.3 0.3
H 2.7381 -3.3670 -2.9330 -0.4 -0.4 0.8
H 3.8485 -2.7520 -1.5322 -0.6 -0.5 0.1
H 0.7228 1.5132 2.6741 -0.1 -0.3 -0.2
H 2.3441 0.9833 -2.6041 0.3 0.5 0.3
H -2.0735 -0.9384 3.8716 0.1 1.3 -0.8
H -4.1223 -3.3301 0.6413 -0.6 -0.3 0.2
H 0.4571 -2.4546 0.4784 0.1 -0.4 0.6
H 0.6465 -1.7383 5.7860 -0.4 -0.3 -0.2
H -2.5938 -2.2028 2.8964 -0.2 0.2 -0.5
H 0.0329 2.0258 0.2992 0.0 -0.1 -0.1
H 5.2427 4.3467 -3.0946 -0.1 0.0 -0.3


Entry 3:
8
Properties=species:S:1:pos:R:3:forces:R:3 method="wB97M-V/def2-TZVPD" charge=-1 lumo_energy_ev="3.9740 / 3.9740" gap_ha="0.25136 / 0.25143"
S 0.7896 -0.0423 0.2468 0.0 -0.9 0.5
O -1.6201 0.4929 -0.5416 -0.2 0.3 0.0
O 1.9962 -0.7183 -0.2015 -0.2 -0.3 0.4
O 0.8933 1.4138 0.3400 -0.4 -0.2 0.4
C -0.5696 -0.4023 -0.8169 0.6 0.2 1.0
H -1.1953 1.3626 -0.5365 -0.1 0.0 -0.1
H 0.6450 -0.6982 2.1102 0.2 0.9 -2.1
H -0.9391 -1.4082 -0.6006 0.2 -0.1 -0.2


Entry 4:
49
Properties=species:S:1:pos:R:3:forces:R:3 method="wB97M-V/def2-TZVPD" lumo_energy_ev="-1.1648 / -1.1610" gap_ha="0.19878 / 0.19999" spin_multiplicity=2
I 2.7654 -2.5438 -1.3620 -0.3 0.2 -0.4
Se -2.6664 0.2828 -2.6768 -0.4 0.8 -0.1
As -1.1355 4.0347 -0.3650 0.3 0.8 0.4
Cr -0.8721 1.0281 -1.1067 -0.5 0.2 0.8
S -2.7796 -0.9189 0.4458 -0.3 -0.3 0.4
S -2.2205 2.2096 0.3111 0.1 -0.1 -0.5
S -0.2416 3.0133 -2.1383 -0.2 -0.2 0.1
S 0.3955 4.3917 1.1102 0.3 -0.4 0.0
S -2.2219 5.7598 -0.7028 -0.2 -0.2 -0.3
O -1.3115 -0.7088 0.1114 0.6 0.2 -0.4
O 0.3869 -0.0862 -2.2013 0.4 -0.9 0.2
N 0.8822 1.3238 0.2307 0.0 0.3 0.0
N 1.9366 0.3894 -3.7322 -0.2 -0.1 -0.3
N -1.6469 -2.4814 -2.9875 0.0 0.1 0.1
N 3.2377 1.3017 1.8534 0.0 0.1 0.0
C 1.2445 -0.4853 -2.9747 0.1 0.6 -0.2
C -2.0381 -1.3975 -2.8625 0.2 -0.8 -0.2
C 0.9451 0.5176 1.4488 0.1 0.1 0.0
C 1.8755 1.1639 2.4697 -0.4 -0.1 0.0
C -3.0181 -2.7140 0.1809 -0.1 0.1 0.0
C -2.4631 -2.5641 2.5505 -0.1 -0.1 0.0
C 1.5812 -1.9373 -3.0861 0.3 -0.4 0.5
C 3.1752 2.1394 0.6067 -0.2 0.1 -0.4
C -2.8057 -1.1119 2.2627 0.0 0.0 -0.2
C 2.2129 1.4781 -0.3680 0.0 -0.1 0.1
C -3.2722 -3.3668 1.5354 0.1 0.0 0.1
H -0.0545 0.4577 1.8740 0.0 0.0 0.0
H 4.1766 2.2358 0.1890 0.0 -0.1 0.1
H -1.3943 -2.7335 2.3982 0.0 0.0 0.0
H 2.4262 0.0736 -4.5523 0.1 0.0 0.1
H 1.5880 1.3401 -3.7435 0.0 0.1 0.1
H 2.5950 0.5019 -0.6784 0.0 -0.1 0.0
H -2.7086 -2.8388 3.5773 0.0 0.0 0.0
H -2.1163 -0.3802 2.6791 0.0 0.1 -0.1
H 2.1195 2.1128 -1.2488 0.0 0.0 0.0
H 2.7716 3.1175 0.8790 0.0 0.0 0.1
H -2.0834 -3.0364 -0.2768 0.0 0.1 0.0
H -2.9852 -4.4183 1.5206 0.0 0.0 0.0
H 1.5169 2.1684 2.7021 0.1 0.0 0.0
H -4.3330 -3.3109 1.7901 0.0 0.0 0.0
H -3.8190 -0.8613 2.5829 0.0 0.0 0.0
H 3.8879 1.7195 2.5153 0.0 -0.1 0.1
H 1.9529 0.5645 3.3762 0.1 0.0 0.0
H 3.5736 0.3695 1.6056 0.1 0.0 0.1
H 1.2653 -0.5018 1.2077 0.0 0.0 0.0
H 2.1919 -2.1927 -3.9449 0.0 0.1 0.0
H 0.6802 -2.5405 -3.0238 -0.1 0.1 -0.1
H 0.6275 2.2906 0.5549 -0.1 0.0 -0.1
H -3.8241 -2.8553 -0.5367 0.0 0.0 0.0


One value per record, in order, for DFT total energy: -2293.2144; -1288.5402; -663.7212; -8772.7869 hartree.
One value per record, in order, for F_max: 0.0310; 0.0972; 0.0439; 0.0194 Eh/bohr.